No. 1
ORCA calculation (the ωB97M-V functional and the def2-TZVPD basis) on a structure of composition C30H58F4Li2N2O38S4 in a non-equilibrium geometry.

Structure (ORCA input):
```
! wB97M-V def2-TZVPD RIJCOSX def2/J DEFGRID3
* xyz 0 1
Li -0.45821 -2.55617 -1.97407
Li 1.47321 -1.33751 -2.82792
N 0.84713 -3.11304 -3.27647
S 1.92402 -4.37439 -2.83809
O 3.07375 -4.60873 -3.71738
O 1.42943 -5.52446 -2.10440
F 2.65245 -3.63762 -1.65485
S 0.48433 -3.73874 -4.69132
O 0.06319 -5.14434 -4.80737
O 1.22727 -3.19055 -5.85724
F -0.90683 -2.96103 -4.75557
N 0.30099 -0.81284 -1.32114
S 0.85484 -0.54419 0.22046
O 0.05879 -1.28644 1.16982
O 1.25410 0.80807 0.66579
F 2.25736 -1.34874 -0.00295
S -0.66861 0.41498 -1.38247
O -0.03870 1.70108 -1.67499
O -1.87030 0.33452 -0.60301
F -1.19482 0.12600 -2.86658
C 5.42148 2.24064 1.81142
C 5.94713 1.63469 3.00143
O 5.22093 0.38998 3.09327
C 4.05926 0.62543 2.52713
O 3.08044 -0.17068 2.58422
O 4.06292 1.84807 1.94726
H 5.90237 1.88213 0.90130
H 5.60821 3.30752 1.93394
H 5.70980 2.10577 3.95530
H 6.98841 1.33845 2.87462
C -2.99389 -4.80175 -3.78626
O -3.96584 -4.17228 -3.01996
C -3.65094 -3.04723 -2.37886
O -2.53341 -2.49758 -2.37558
O -4.72763 -2.70699 -1.61288
C -4.62532 -1.88022 -0.50892
H -3.43383 -5.67093 -4.27521
H -2.12823 -5.08958 -3.18969
H -2.75008 -4.07612 -4.56221
H -3.69389 -2.05895 0.02830
H -5.52156 -2.01848 0.09583
H -4.60902 -0.81854 -0.75524
C 5.39565 -1.97403 -2.13707
O 5.32671 -0.66556 -1.60139
C 4.22810 0.09799 -1.81823
O 3.23998 -0.24234 -2.52033
O 4.38698 1.35953 -1.36398
C 3.45649 2.36306 -1.55904
H 6.29445 -2.48141 -1.78661
H 5.48654 -2.03859 -3.22135
H 4.58956 -2.59051 -1.73924
H 3.94295 3.33466 -1.47273
H 2.81912 2.14019 -0.70337
H 2.80961 2.14015 -2.40756
C -3.50779 2.61065 1.70780
O -2.10897 2.92358 1.75761
C -1.32290 2.78314 2.88807
O -1.62176 2.46148 3.99891
O -0.08916 3.04098 2.45950
C 1.01876 2.80684 3.23107
H -3.74870 1.88713 0.92898
H -3.92992 3.56515 1.39341
H -4.12037 2.36394 2.57497
H 1.17166 1.72773 3.21549
H 0.98946 3.05864 4.29119
H 1.91053 3.17761 2.72575
C 4.45564 -3.22132 1.19541
O 5.37984 -4.10212 1.79486
C 6.23024 -4.72466 0.88161
O 6.36729 -4.37009 -0.25614
O 6.88350 -5.75794 1.56187
C 7.79740 -6.61227 0.94705
H 4.81927 -2.50544 0.45825
H 3.87973 -2.62003 1.89889
H 3.75514 -3.80046 0.59374
H 8.81346 -6.36929 1.25799
H 7.90520 -6.36157 -0.10824
H 7.71109 -7.69713 1.00822
C -3.63201 -1.08748 2.48225
O -4.81520 -0.33545 2.21350
C -5.79628 -0.28233 3.13689
O -6.22634 -1.11322 4.02129
O -6.47559 0.81027 2.87372
C -7.79881 1.03725 3.47890
H -3.83492 -2.15469 2.39288
H -3.25720 -0.87560 3.48361
H -2.81062 -0.85624 1.80405
H -8.15362 1.83461 2.82590
H -7.76134 1.18859 4.55769
H -8.46942 0.19342 3.31661
C -0.32571 -0.44165 4.66207
O -1.26740 -1.37418 5.34687
C -0.83891 -2.05248 6.42090
O 0.32684 -2.21958 6.76238
O -1.85927 -2.65491 6.99258
C -1.74633 -3.42210 8.23566
H 0.69977 -0.80898 4.62271
H -0.24722 0.56116 5.08196
H -0.73981 -0.37011 3.65634
H -1.09437 -2.85865 8.90317
H -1.22475 -4.35802 8.03541
H -2.69577 -3.76239 8.64902
C -3.04037 3.68780 -2.73992
O -3.66640 2.71842 -1.87314
C -4.96538 2.69179 -1.79701
O -5.74335 3.21313 -2.60570
O -5.33858 1.73822 -0.88899
C -6.69320 1.28345 -0.65203
H -1.95373 3.63642 -2.67151
H -3.27450 4.68920 -2.37871
H -3.25795 3.61096 -3.80522
H -6.80092 0.20634 -0.77974
H -7.37447 1.73747 -1.37164
H -6.93776 1.59228 0.36429
C 0.67684 5.00640 -0.34097
O -0.40678 5.80929 -0.77888
C -1.26340 6.40754 0.01455
O -1.12874 6.40252 1.24182
O -2.26677 6.85029 -0.67911
C -3.17614 7.68059 -0.11257
H 0.42515 3.95293 -0.46332
H 0.80157 5.18499 0.72705
H 1.58815 5.13311 -0.92537
H -4.22006 7.38972 0.00457
H -3.35809 8.51599 -0.78865
H -2.87723 8.03694 0.87322
C 3.84360 -0.82527 -5.92902
O 3.00925 0.30763 -6.10006
C 1.90434 0.49750 -5.37830
O 1.48986 -0.24422 -4.52350
O 1.21878 1.56054 -5.85309
C 0.16631 2.15469 -5.10844
H 4.38529 -0.94577 -4.99086
H 4.55766 -0.84369 -6.75235
H 3.21703 -1.64747 -6.27473
H 0.55246 2.50705 -4.15198
H -0.58396 1.38915 -4.91056
H -0.20966 3.03993 -5.62135
*
```

The HOMO-LUMO gap is 0.3659 Eh. The calculation puts the highest occupied orbital energy at -10.117 eV. As for the energy: -6153.80498 a.u.


No. 2
ORCA calculation (the ωB97M-V functional and the def2-TZVPD basis) on a structure of composition C30H58N2O3P2Pt in a non-equilibrium geometry.

Structure (ORCA input):
```
! wB97M-V def2-TZVPD RIJCOSX def2/J DEFGRID3
* xyz 4 5
Pt -0.25757 0.17344 -0.26797
C -2.13022 0.21516 0.13769
O -3.28387 0.30743 0.27106
C 1.62200 -0.15705 -0.33202
O 2.76546 -0.37573 -0.42464
P -0.54246 -1.30202 -2.13851
C -0.67171 -0.24483 -3.65290
H -0.75337 -0.93707 -4.50835
C 0.88419 -2.41415 -2.54895
H 1.75489 -1.73718 -2.48133
C -2.09722 -2.30614 -2.21387
H -2.87327 -1.56716 -1.94286
C -0.98912 1.87189 2.99765
P 0.14683 1.76025 1.53149
H 0.38657 4.16963 1.39525
H -1.98591 1.97403 2.53689
C 1.82077 2.08973 2.29950
H 1.60148 2.90857 3.00785
C 1.07834 -3.51685 -1.50607
H 2.08396 -3.94465 -1.64106
H 0.35764 -4.33390 -1.63833
H 1.00471 -3.14762 -0.47410
C 0.88427 -3.00614 -3.96628
H 0.11619 -3.77827 -4.08911
H 1.86281 -3.48355 -4.12338
H 0.76001 -2.24995 -4.75006
C -2.44992 -2.87852 -3.59140
H -2.35096 -2.16000 -4.40951
H -3.50117 -3.19392 -3.55404
H -1.85342 -3.76675 -3.82385
C -2.13202 -3.41913 -1.16752
H -3.18081 -3.71892 -1.01845
H -1.72847 -3.10861 -0.19678
H -1.58913 -4.31293 -1.50389
C -1.94808 0.58664 -3.58648
H -2.86467 -0.01586 -3.57781
H -1.98352 1.28081 -4.43718
H -1.97720 1.17066 -2.65803
C 0.59266 0.59844 -3.85037
H 0.76374 1.28983 -3.01579
H 0.50334 1.20000 -4.76795
H 1.49347 -0.02464 -3.94322
C -0.72743 3.10551 3.87684
H -0.60143 4.03416 3.31077
H 0.15158 2.95872 4.51570
H -1.59203 3.23373 4.54158
C -1.01717 0.60108 3.84544
H -0.02731 0.33494 4.23547
C 0.49362 3.46251 -0.63870
H -1.40209 -0.25752 3.28342
H -1.67787 0.76933 4.71069
C -1.63370 3.78880 0.70399
H 0.07494 2.63323 -1.22900
H 0.25989 4.40237 -1.15418
H 1.57693 3.30060 -0.67272
C -0.13847 3.43472 0.75486
H -1.80119 4.59302 -0.02747
H -1.99982 4.12516 1.68238
H -2.25443 2.93203 0.39812
C 2.90122 2.59865 1.34235
H 3.17033 1.83889 0.59790
H 3.80167 2.81455 1.93540
H 2.62273 3.52707 0.83392
C 2.36236 0.90567 3.09265
H 2.54881 0.03660 2.45009
H 1.71141 0.58548 3.91106
H 3.32732 1.19255 3.53866
H -1.35788 3.02863 -2.25909
H -1.00328 2.61758 -2.79213
C 5.22128 -3.75355 4.80693
C 3.92732 -4.15613 5.48418
N 2.76018 -4.20243 4.58340
C 2.49701 -5.48627 3.88412
C 1.29477 -6.25685 4.42101
C 2.30072 -3.00473 4.09502
O 2.89280 -1.94194 4.32501
C 1.00459 -2.97611 3.31142
C -0.17361 -3.46997 3.87683
C -1.38000 -3.20566 3.23470
C -1.36310 -2.41922 2.07456
N -0.24308 -1.91978 1.52703
C 0.92137 -2.21373 2.12966
H 5.47374 -4.44269 3.99552
H 6.03644 -3.76927 5.53385
H 5.14363 -2.73510 4.41911
H 4.01739 -5.15736 5.92156
H 3.69717 -3.41941 6.26432
H 2.34777 -5.26756 2.81393
H 3.41372 -6.08593 3.98960
H 0.39263 -6.02530 3.84143
H 1.48887 -7.33127 4.32824
H 1.11725 -6.01431 5.47634
H -0.13732 -4.02788 4.81131
H -2.33786 -3.57518 3.60559
H -2.30287 -2.17716 1.56464
H 1.83713 -1.80385 1.68914
*
```

The HOMO-LUMO gap (alpha / beta) is 0.2190 / 0.1680 Eh. As for the expectation value of S²: 6.047. The calculation puts the highest occupied orbital energy (alpha / beta) at -17.820 / -21.232 eV. As for the energy: -2313.44104 a.u.